#P
Molecular formula: C19H20N2O4
Method: DFT, ωB97M-V/def2-TZVPD

CARTESIAN COORDINATES (ANGSTROEM)
C -7.67 -0.83 -0.66
C -7.47 0.50 0.06
O -6.57 1.35 -0.61
C -5.23 1.12 -0.53
C -4.61 0.16 0.25
C -3.23 0.04 0.26
C -2.43 0.86 -0.51
C -3.06 1.84 -1.31
C -4.43 1.98 -1.33
O -5.11 2.89 -2.07
C -4.38 3.78 -2.88
H -3.80 3.25 -3.64
H -3.71 4.41 -2.28
H -5.12 4.41 -3.36
H -2.44 2.48 -1.91
C -0.99 0.78 -0.55
C -0.20 -0.06 0.14
C 1.26 0.00 -0.03
O 1.81 0.79 -0.77
N 1.93 -0.92 0.75
C 3.29 -1.15 0.86
C 4.25 -0.46 0.10
C 5.58 -0.75 0.26
C 6.01 -1.71 1.18
C 5.06 -2.40 1.92
C 3.72 -2.12 1.76
H 2.98 -2.67 2.33
H 5.36 -3.18 2.61
C 7.47 -1.97 1.29
O 8.25 -1.79 0.38
N 7.89 -2.43 2.50
H 7.29 -2.43 3.31
H 8.88 -2.56 2.64
H 6.33 -0.24 -0.33
H 3.93 0.28 -0.61
H 1.36 -1.51 1.34
H -0.60 -0.80 0.82
H -0.49 1.48 -1.20
H -2.79 -0.72 0.89
H -5.20 -0.50 0.87
H -8.41 1.06 0.07
H -7.16 0.34 1.10
H -8.42 -1.42 -0.13
H -6.74 -1.39 -0.70
H -8.01 -0.65 -1.67

Kohn-Sham gap	7.93	eV
multiplicity	1
lowest unoccupied orbital energy	-0.042	eV
HOMO energy	-8.0	eV

---

#Q
Molecular formula: C19H20N2O4
Method: DFT, ωB97M-V/def2-TZVPD

CARTESIAN COORDINATES (ANGSTROEM)
C 2.20 2.74 2.62
C 3.26 2.34 1.59
C 3.62 0.86 1.63
O 2.59 0.04 1.10
C 1.57 -0.40 1.88
C 1.56 -0.50 3.26
C 0.47 -1.05 3.92
C -0.63 -1.52 3.22
C -0.64 -1.41 1.84
C 0.44 -0.86 1.18
N 0.42 -0.73 -0.24
C 0.45 0.49 -0.87
O 0.53 1.56 -0.32
C 0.34 0.23 -2.37
N -0.92 0.76 -2.88
C -2.10 0.08 -2.48
C -2.50 0.17 -1.15
C -3.65 -0.46 -0.74
C -4.44 -1.16 -1.64
C -4.06 -1.22 -2.97
C -2.89 -0.60 -3.39
H -2.60 -0.65 -4.43
H -4.67 -1.76 -3.68
H -5.34 -1.65 -1.31
H -3.95 -0.39 0.30
H -1.91 0.74 -0.45
O -0.81 0.89 -4.30
H -0.99 1.82 -4.49
C 0.50 -1.29 -2.50
C 0.38 -1.82 -1.09
O 0.29 -2.96 -0.74
H 1.47 -1.57 -2.90
H -0.27 -1.73 -3.14
H 1.13 0.79 -2.89
H -1.49 -1.76 1.26
H -1.47 -1.95 3.74
H 0.49 -1.13 5.00
H 2.40 -0.16 3.85
H 3.90 0.55 2.64
H 4.47 0.67 0.97
H 2.88 2.58 0.59
H 4.17 2.91 1.76
H 1.26 2.24 2.40
H 2.52 2.48 3.63
H 2.03 3.81 2.57

Kohn-Sham gap	9.28	eV
multiplicity	1
lowest unoccupied orbital energy	0.753	eV
HOMO energy	-8.5	eV

---

Most stable structure, least stable structure: #P, #Q.

---

#P
Molecular formula: C16H23N3O4
Method: DFT, ωB97M-V/def2-TZVPD

CARTESIAN COORDINATES (ANGSTROEM)
O 0.88 4.21 -0.36
O 1.34 -2.81 2.59
O 1.16 -0.55 -1.52
O 3.04 2.88 0.46
C 0.04 3.54 -0.82
C 1.00 -3.17 1.49
C 1.06 -0.07 -0.36
C -3.68 1.00 -0.59
C -3.09 0.10 -1.40
C -3.60 0.91 0.78
C -2.34 -0.97 -0.85
C -2.75 -0.16 1.28
C -2.16 -1.07 0.51
N 1.17 -4.32 0.91
N 0.90 -0.84 0.75
N 0.26 2.26 -0.96
C -1.28 4.18 -1.09
C 1.53 -5.54 1.62
C -1.31 -2.14 1.04
C 3.25 2.20 -1.73
C 0.21 -2.13 0.68
C 1.19 1.41 -0.16
C 2.75 1.83 -0.39
H 2.64 3.68 0.12
H -4.26 1.82 -0.90
H -3.11 0.30 -2.46
H -4.02 1.75 1.41
H -1.93 -1.76 -1.50
H -2.43 -0.19 2.31
H 1.05 -4.49 -0.10
H 1.41 -0.59 1.63
H -0.35 1.69 -1.55
H -1.87 4.17 -0.10
H -1.00 5.14 -1.50
H -1.79 3.58 -1.85
H 0.54 -5.92 1.81
H 2.10 -6.17 0.98
H 2.11 -5.35 2.58
H -1.73 -2.94 0.52
H -1.51 -2.35 2.16
H 2.99 3.18 -1.88
H 2.73 1.52 -2.43
H 4.34 1.91 -1.74
H 0.18 -2.42 -0.33
H 1.02 1.67 0.92
H 3.33 1.02 0.03

Kohn-Sham gap	9.62	eV
multiplicity	1
lowest unoccupied orbital energy	0.474	eV
HOMO energy	-9.1	eV

---

#Q
Molecular formula: C16H23N3O4
Method: DFT, ωB97M-V/def2-TZVPD

CARTESIAN COORDINATES (ANGSTROEM)
C -8.36 -1.19 0.88
H -8.78 -1.87 1.62
H -8.93 -0.26 0.91
H -8.46 -1.63 -0.11
C -6.89 -0.96 1.20
N -6.16 -0.35 0.09
C -4.73 -0.46 0.28
H -4.36 0.12 1.14
C -3.95 -0.05 -0.98
N -2.58 -0.48 -0.89
C -1.55 0.34 -0.67
O -1.59 1.56 -0.58
C -0.22 -0.42 -0.55
O -0.17 -1.63 -0.61
N 0.79 0.45 -0.36
C 2.15 0.23 -0.20
C 2.70 -1.05 -0.21
C 4.06 -1.22 -0.04
C 4.89 -0.11 0.13
C 4.34 1.17 0.14
C 2.99 1.34 -0.03
H 2.56 2.33 -0.02
H 4.99 2.02 0.27
C 6.34 -0.35 0.30
O 6.87 -1.44 0.30
O 7.04 0.79 0.46
C 8.44 0.64 0.63
H 8.84 1.65 0.74
H 8.88 0.15 -0.24
H 8.65 0.04 1.51
H 4.50 -2.20 -0.05
H 2.05 -1.91 -0.34
H 0.47 1.42 -0.34
H -2.36 -1.47 -0.90
H -4.42 -0.51 -1.85
H -3.93 1.03 -1.09
H -4.51 -1.51 0.48
C -6.62 0.99 -0.25
C -6.29 2.11 0.74
H -6.74 3.04 0.40
H -6.69 1.88 1.73
H -5.22 2.26 0.83
H -6.18 1.24 -1.22
H -7.70 0.94 -0.39
H -6.42 -1.93 1.38
H -6.79 -0.38 2.13

Kohn-Sham gap	8.79	eV
multiplicity	1
lowest unoccupied orbital energy	0.143	eV
HOMO energy	-8.6	eV

---

Most stable structure, least stable structure: #Q, #P.

---

#P
Molecular formula: C32H31F6KN10O2S
Method: DFT, ωB97M-V/def2-TZVPD

CARTESIAN COORDINATES (ANGSTROEM)
K 0.92 0.05 1.59
C -1.53 3.28 -1.64
N -0.19 2.90 -1.25
C 0.55 2.25 -2.30
C 1.79 1.59 -1.81
N 2.19 1.47 -0.58
C 3.34 0.69 -0.64
C 4.14 0.21 0.39
C 5.21 -0.60 0.05
C 5.48 -0.93 -1.28
C 4.69 -0.46 -2.32
C 3.62 0.35 -1.97
N 2.64 0.99 -2.71
C -2.36 2.19 -2.27
N -3.08 2.34 -3.36
C -3.65 1.10 -3.57
C -4.51 0.67 -4.58
C -4.92 -0.65 -4.57
C -4.49 -1.54 -3.57
C -3.64 -1.13 -2.56
C -3.23 0.20 -2.58
N -2.42 0.94 -1.75
H -1.51 4.10 -2.37
H -2.04 3.64 -0.75
H -0.23 2.34 -0.40
H 0.83 2.99 -3.07
H -0.03 1.46 -2.82
H 3.90 0.43 1.43
H 5.83 -1.01 0.84
H 6.32 -1.57 -1.51
H 4.89 -0.73 -3.35
H 2.33 0.69 -3.62
H -4.84 1.36 -5.35
H -5.59 -1.01 -5.34
H -4.82 -2.57 -3.59
H -3.28 -1.82 -1.80
H -1.92 0.64 -0.91
N -0.41 -3.89 -2.49
C -0.48 -2.65 -1.84
S 0.42 -1.37 -2.58
N -1.19 -2.67 -0.75
N -1.26 -1.47 -0.04
C -2.07 -1.57 0.95
C -2.48 -0.53 1.89
C -3.33 -0.94 2.93
C -3.82 -0.08 3.88
C -3.45 1.27 3.79
C -2.63 1.72 2.79
C -2.10 0.85 1.78
O -1.34 1.30 0.86
H -0.29 -3.78 -3.48
H -1.18 -4.49 -2.23
H -2.54 -2.55 1.11
H -3.60 -1.99 2.97
H -4.47 -0.43 4.67
H -3.82 1.98 4.54
H -2.34 2.76 2.73
C 3.71 2.89 3.28
C 3.25 1.69 4.15
O 2.41 0.86 3.53
C 4.53 0.92 4.59
F 5.46 1.68 5.23
F 4.28 -0.12 5.40
F 5.16 0.42 3.51
C 2.58 2.29 5.42
F 1.50 3.02 5.08
F 3.38 3.12 6.15
F 2.15 1.35 6.29
H 4.22 2.49 2.40
H 4.37 3.59 3.80
H 2.81 3.41 2.94
C 3.27 -3.79 -1.62
N 3.17 -3.41 -0.22
C 3.97 -3.80 0.82
C 3.48 -3.17 1.92
N 2.39 -2.42 1.59
C 2.23 -2.58 0.30
H 3.05 -4.85 -1.74
H 4.27 -3.57 -1.99
H 2.54 -3.21 -2.18
H 4.81 -4.46 0.67
H 3.85 -3.20 2.94
H 1.48 -2.12 -0.33

Kohn-Sham gap	6.17	eV
net charge	-2
multiplicity	1
lowest unoccupied orbital energy	4.154	eV
HOMO energy	-2.0	eV

---

#Q
Molecular formula: C32H31F6KN10O2S
Method: DFT, ωB97M-V/def2-TZVPD

CARTESIAN COORDINATES (ANGSTROEM)
K -0.24 0.46 -0.03
C 2.66 -2.01 0.79
N 2.27 -1.82 2.18
C 1.28 -2.81 2.61
C 0.32 -2.23 3.60
N 0.63 -1.43 4.58
C -0.59 -1.03 5.10
C -0.89 -0.11 6.09
C -2.22 0.15 6.37
C -3.25 -0.49 5.67
C -2.97 -1.42 4.68
C -1.64 -1.67 4.40
N -1.02 -2.48 3.47
C 3.22 -0.76 0.19
N 2.67 0.41 0.31
C 3.41 1.26 -0.50
C 3.20 2.59 -0.83
C 4.08 3.19 -1.71
C 5.16 2.48 -2.27
C 5.37 1.14 -1.97
C 4.47 0.55 -1.09
N 4.33 -0.74 -0.61
H 1.83 -2.30 0.14
H 3.40 -2.82 0.71
H 1.85 -0.90 2.29
H 1.77 -3.68 3.06
H 0.69 -3.18 1.77
H -0.09 0.42 6.60
H -2.47 0.90 7.12
H -4.28 -0.23 5.89
H -3.77 -1.88 4.10
H -1.42 -2.77 2.58
H 2.33 3.12 -0.45
H 3.92 4.22 -2.01
H 5.82 2.98 -2.96
H 6.18 0.58 -2.42
H 4.89 -1.54 -0.84
N -3.74 -3.75 -1.29
C -2.96 -2.97 -0.42
S -1.55 -3.75 0.22
N -3.42 -1.78 -0.22
N -2.61 -0.91 0.51
C -3.29 -0.07 1.20
C -2.79 1.01 2.04
C -3.75 1.95 2.45
C -3.46 3.03 3.26
C -2.14 3.17 3.71
C -1.17 2.27 3.36
C -1.43 1.13 2.52
O -0.51 0.31 2.25
H -3.68 -4.73 -1.06
H -4.69 -3.40 -1.35
H -4.38 -0.14 1.14
H -4.76 1.81 2.09
H -4.23 3.73 3.54
H -1.88 4.00 4.36
H -0.16 2.36 3.73
C -1.65 1.03 -3.01
C -0.57 2.13 -2.83
O 0.18 1.98 -1.74
C 0.33 2.11 -4.11
F -0.34 1.95 -5.29
F 1.20 1.09 -4.05
F 1.07 3.23 -4.26
C -1.31 3.50 -2.80
F -0.51 4.54 -2.52
F -2.28 3.49 -1.87
F -1.93 3.81 -3.98
H -1.16 0.07 -3.17
H -2.32 1.23 -3.85
H -2.25 0.96 -2.10
C 2.05 -1.18 -5.90
N 1.61 -1.66 -4.61
C 0.37 -2.18 -4.30
C 0.38 -2.41 -2.96
N 1.60 -2.05 -2.43
C 2.30 -1.61 -3.45
H 1.18 -1.08 -6.55
H 2.76 -1.87 -6.36
H 2.50 -0.20 -5.79
H -0.40 -2.29 -5.04
H -0.40 -2.80 -2.33
H 3.29 -1.18 -3.39

Kohn-Sham gap	5.30	eV
net charge	-2
multiplicity	1
lowest unoccupied orbital energy	3.865	eV
HOMO energy	-1.4	eV

---

Most stable structure, least stable structure: #P, #Q.